C18H38ClN3O7V as an isolated structure in a non-equilibrium geometry. Source: OMol25; level of theory: ωB97M-V/def2-TZVPD.

Calculated values
Spin multiplicity: 1
E_tot: -76292.46352 eV
Net charge: -1
Energy relative to the best compared isomer or geometry (same formula, charge and spin): 0.0 kJ/mol
Frontier orbital gap: 8.1 eV
HOMO level: -6.0380 eV
LUMO: 0.075 hartree

XYZ file:
```
68
C18H38ClN3O7V | OMol25 | ωB97M-V/def2-TZVPD
O 1.694 -0.190 0.671
V 0.272 -0.303 1.394
O 0.277 0.692 2.607
N -1.087 -1.169 -1.565
O -0.388 -2.161 -1.726
O -1.868 -0.735 -2.427
O -0.938 -0.452 -0.507
Cl 0.056 -2.834 1.823
C -5.097 0.770 3.042
C -3.687 1.213 3.432
C -3.698 2.331 4.475
C -3.919 1.888 5.924
C -2.855 0.805 6.246
C -2.831 -0.400 5.292
N -2.731 0.203 3.947
O -2.431 -0.757 2.959
C -1.600 -1.225 5.563
C -4.101 -1.249 5.494
C -3.043 1.790 2.175
H -5.736 1.567 2.669
H -5.540 0.283 3.916
H -5.174 -0.039 2.306
H -2.829 2.962 4.306
H -4.618 2.916 4.330
H -4.886 1.431 6.134
H -3.708 2.657 6.666
H -2.965 0.399 7.255
H -1.876 1.272 6.109
H -1.311 -1.949 4.799
H -0.726 -0.562 5.530
H -1.636 -1.664 6.559
H -4.159 -1.655 6.505
H -5.025 -0.703 5.305
H -4.141 -2.073 4.774
H -3.095 1.104 1.326
H -1.968 1.958 2.300
H -3.440 2.750 1.838
H -3.267 -1.183 2.704
C 2.507 -2.227 -6.018
C 2.615 -0.938 -5.189
C 2.123 -1.315 -3.802
C 2.396 -0.277 -2.741
C 3.913 -0.087 -2.694
C 4.605 0.274 -4.027
N 4.009 -0.503 -5.103
O 4.486 -0.089 -6.379
C 4.356 1.791 -4.230
C 6.095 0.039 -3.917
C 1.680 0.144 -5.798
H 1.475 -2.563 -6.067
H 3.175 -2.984 -5.599
H 2.888 -2.119 -7.040
H 1.054 -1.562 -3.837
H 2.524 -2.303 -3.554
H 2.073 -0.527 -1.732
H 1.907 0.675 -2.967
H 4.419 -0.816 -2.051
H 3.983 0.731 -1.955
H 4.918 2.449 -3.570
H 4.723 2.097 -5.218
H 3.274 1.918 -4.284
H 6.531 0.153 -4.919
H 6.588 0.817 -3.337
H 6.369 -0.972 -3.608
H 1.047 -0.243 -6.601
H 2.213 0.975 -6.266
H 1.007 0.551 -5.043
H 5.122 -0.775 -6.606
```